(1)
Molecular formula: C2H8N2
Method: DFT, wB97M-V/def2-TZVPD

Values from the calculation:
energy above the lowest of the compared OMol25 structures with the same formula, charge and spin = 0.794 eV
maximum force = 3.727 eV/Å
SMILES = CNCN
E_LUMO = 1.242 eV
multiplicity = 1

Last column: Löwdin charge in e.
Geometry (Å):
C1 0.41 -1.50 0.64  -0.17
N1 0.64 -0.15 0.13  -0.15
C2 -0.60 0.63 -0.05  -0.33
N2 -0.47 1.65 -1.09  -0.05
H1 1.37 -2.13 0.66  0.10
H2 -0.09 -1.43 1.65  0.08
H3 -0.33 -1.98 0.00  0.06
H4 1.41 0.21 0.59  0.06
H5 -0.72 1.19 0.92  0.12
H6 -1.48 -0.03 -0.31  0.13
H7 0.28 2.37 -1.08  0.07
H8 -0.43 1.20 -2.05  0.09

=====

(2)
Molecular formula: C2H8N2
Method: DFT, wB97M-V/def2-TZVPD

Values from the calculation:
energy above the lowest of the compared OMol25 structures with the same formula, charge and spin = 0.257 eV
maximum force = 1.586 eV/Å
SMILES = [H]/N=C/N.C
E_LUMO = 1.003 eV
multiplicity = 1

Last column: Löwdin charge in e.
Geometry (Å):
H1 -1.11 2.22 0.39  0.02
N1 -1.56 2.62 -0.43  0.04
C1 -0.69 2.46 -1.36  -0.40
N2 -0.85 2.83 -2.67  0.06
H2 0.11 1.73 -1.21  0.11
H3 -0.05 2.79 -3.26  0.07
H4 -1.37 3.69 -2.81  0.09
C2 2.37 -6.34 3.62  -0.05
H5 3.24 -5.78 3.97  0.01
H6 1.56 -6.16 4.33  0.01
H7 2.20 -6.00 2.61  0.01
H8 2.49 -7.42 3.69  0.02

=====

(3)
Molecular formula: C2H8N2
Method: DFT, wB97M-V/def2-TZVPD

Values from the calculation:
energy above the lowest of the compared OMol25 structures with the same formula, charge and spin = 1.289 eV
maximum force = 1.731 eV/Å
SMILES = C=N.CN
E_LUMO = 1.225 eV
multiplicity = 1

Last column: Löwdin charge in e.
Geometry (Å):
C1 -1.74 -1.67 -3.48  -0.15
N1 -1.43 -1.97 -2.28  0.01
H1 -1.09 -1.01 -4.04  0.05
H2 -2.75 -1.76 -3.87  0.06
H3 -2.20 -2.55 -1.96  0.03
C2 1.51 0.74 2.42  -0.19
N2 0.98 1.90 1.69  -0.08
H4 2.60 0.87 2.42  0.07
H5 1.20 0.81 3.46  0.06
H6 1.34 -0.21 1.92  0.06
H7 0.02 2.15 1.84  0.04
H8 1.56 2.70 1.89  0.04

=====

(4)
Molecular formula: C2H8N2
Method: DFT, wB97M-V/def2-TZVPD

Values from the calculation:
energy above the lowest of the compared OMol25 structures with the same formula, charge and spin = 1.264 eV
maximum force = 3.758 eV/Å
SMILES = NCCN
E_LUMO = 1.086 eV
multiplicity = 1

Last column: Löwdin charge in e.
Geometry (Å):
N1 -1.94 -0.08 -0.23  -0.05
C1 -0.58 -0.58 0.02  -0.40
C2 0.48 0.42 0.21  -0.33
N2 1.77 -0.26 -0.27  -0.06
H1 -2.14 0.39 0.67  0.06
H2 -1.95 0.67 -1.04  0.11
H3 -0.22 -1.27 -0.83  0.12
H4 -0.65 -1.25 0.94  0.12
H5 0.33 0.86 1.22  0.10
H6 0.18 1.36 -0.50  0.14
H7 2.50 0.40 -0.81  0.11
H8 2.21 -0.66 0.61  0.07

=====

(5)
Molecular formula: C2H8N2O
Method: DFT, wB97M-V/def2-TZVPD

Values from the calculation:
energy above the lowest of the compared OMol25 structures with the same formula, charge and spin = 1.983 eV
maximum force = 6.113 eV/Å
E_LUMO (alpha / beta) = 4.308 / 4.189 eV
charge = -1
multiplicity = 2

Last column: Löwdin charge in e.
Geometry (Å):
C1 1.07 -0.81 -0.06  -0.36
N1 -0.15 0.98 2.12  -0.02
C2 -0.56 0.80 0.76  -0.55
N2 -0.16 0.00 -0.05  -0.06
H1 1.22 -1.12 -1.18  0.06
H2 1.02 -1.60 0.68  0.01
H3 1.99 -0.23 0.11  0.01
H4 0.74 0.60 2.49  -0.01
H5 -0.73 1.25 2.82  -0.06
H6 -1.24 1.65 0.55  0.09
H7 -0.50 -0.14 -2.35  -0.07
H8 -1.64 -1.02 -2.85  -0.02
O1 -1.06 -0.34 -3.03  -0.03

=====

(6)
Molecular formula: C2H8N2O
Method: DFT, wB97M-V/def2-TZVPD

Values from the calculation:
energy above the lowest of the compared OMol25 structures with the same formula, charge and spin = 2.968 eV
maximum force = 4.268 eV/Å
SMILES = N/C=C\N.O
E_LUMO = 0.821 eV
multiplicity = 1

Last column: Löwdin charge in e.
Geometry (Å):
N1 0.85 1.03 2.29  -0.02
C1 -0.52 1.15 1.69  -0.21
C2 -0.70 1.40 0.40  -0.28
N2 0.11 0.89 -0.60  0.03
H1 1.56 1.20 1.52  0.06
H2 1.02 1.89 2.81  0.05
H3 -1.40 0.72 2.25  0.11
H4 -1.72 1.66 0.11  0.10
H5 1.10 1.02 -0.26  0.08
H6 0.19 1.51 -1.42  0.09
O1 -0.12 -3.66 -2.99  -0.01
H7 0.04 -4.03 -2.18  -0.03
H8 0.76 -3.41 -3.29  0.04